No. 1
{
  "formula": "C17H33Br4N2O3",
  "method": "wB97M-V/def2-TZVPD",
  "species": ["H", "H", "C", "Br", "H", "C", "H", "H", "C", "C", "H", "O", "Br", "C", "C", "H", "H", "H", "H", "H", "C", "H", "C", "C", "H", "H", "H", "H", "H", "H", "C", "H", "H", "N", "H", "Br", "H", "O", "C", "H", "H", "N", "H", "C", "C", "H", "H", "Br", "H", "H", "H", "H", "O", "C", "H", "H", "C", "C", "C"],
  "coordinates": [[2.07, 3.03, -1.50], [-4.08, 2.13, 0.28], [-0.49, -1.35, -1.22], [4.59, -3.54, 1.73], [-3.84, -0.06, -3.30], [-2.18, 1.57, 5.26], [-1.94, 1.26, -1.84], [-0.04, 0.42, 1.63], [-0.55, -0.36, -2.41], [0.06, 2.03, -0.36], [6.72, -1.50, 1.58], [-4.93, 1.79, -0.04], [4.90, 0.08, 2.13], [-3.19, -0.37, -2.48], [-1.88, 0.43, -2.55], [-0.85, 1.50, -0.10], [0.38, 1.47, -3.09], [1.54, -2.85, -0.35], [6.32, -0.49, 0.18], [3.02, 1.60, -2.02], [2.36, 2.01, -1.25], [1.49, 0.11, -2.86], [-3.96, -0.13, -1.18], [1.06, -2.35, 0.49], [-0.36, 1.06, 6.27], [1.79, -2.17, 1.28], [0.28, -3.01, 0.87], [-4.63, -0.96, -0.94], [-3.01, -1.44, -2.59], [-0.20, -0.59, -4.43], [-0.43, -0.54, 1.28], [-3.27, -0.05, -0.34], [-0.22, 2.85, -1.02], [1.46, -0.06, -0.29], [-1.21, -1.72, -3.82], [-0.95, -1.01, 5.06], [-0.17, 1.28, 4.52], [-5.30, 1.57, -2.24], [5.06, -2.21, 0.40], [-2.12, 2.60, 5.60], [0.48, 2.45, 0.56], [-0.37, -1.19, -3.63], [-0.11, -2.29, -1.63], [-4.76, 1.15, -1.25], [5.91, -1.11, 0.98], [4.12, -1.83, 0.01], [-1.48, -0.40, 1.06], [-2.91, 1.65, 3.45], [2.91, 2.03, -0.30], [-1.50, -1.57, -0.86], [-0.30, -1.23, 2.11], [-2.91, 1.03, 5.86], [2.58, -0.56, -0.65], [1.10, 1.16, -1.07], [-1.82, 0.91, -3.54], [5.60, -2.74, -0.38], [-0.83, 0.91, 5.30], [0.38, -1.04, 0.05], [0.63, 0.63, -2.43]],
  "mulliken_charge": [0.4830, 0.2963, -2.6489, -0.1569, 0.4695, -0.5816, 0.2215, 0.2689, 2.8743, -2.1309, 0.4184, -0.5008, -0.1734, -1.0321, -0.9013, 0.4092, 0.4045, 0.4437, 0.3526, 0.3583, -1.9145, 0.7040, 0.2103, -2.1385, 0.3787, 0.4252, 0.5242, 0.4885, 0.4149, 0.3615, -1.3688, -0.4298, 0.4673, 0.6742, 0.3183, -0.1276, 0.3308, -0.5384, 0.1483, 0.3448, 0.3933, -0.7739, 0.3642, 0.3908, -0.5992, -0.3241, 0.0018, -0.1001, 0.3821, 0.4955, 0.4095, 0.3616, -0.6672, 2.1832, 0.4504, 0.3963, -0.6008, 2.2008, -3.1115],
  "homo_lumo_gap_ev": [8.6, 9.8],
  "s2": 0.754,
  "total_energy_ha": -11298.788503,
  "charge": 0,
  "multiplicity": 2
}

---

No. 2
{
  "formula": "C36H57N6O10P2Sc",
  "method": "wB97M-V/def2-TZVPD",
  "species": ["C", "O", "Sc", "O", "H", "H", "C", "H", "C", "C", "C", "H", "C", "C", "C", "H", "C", "H", "O", "N", "H", "H", "H", "H", "C", "H", "H", "H", "H", "C", "N", "C", "O", "H", "C", "C", "C", "H", "C", "C", "C", "H", "H", "H", "N", "H", "H", "N", "H", "C", "O", "H", "H", "C", "O", "C", "H", "H", "H", "C", "O", "O", "C", "O", "C", "H", "H", "C", "H", "P", "H", "H", "C", "H", "H", "H", "N", "H", "H", "C", "C", "H", "C", "H", "H", "H", "H", "O", "C", "C", "C", "H", "H", "H", "H", "C", "N", "H", "H", "C", "H", "H", "H", "H", "H", "H", "H", "C", "H", "C", "H", "P"],
  "coordinates": [[-0.03, 3.95, -1.49], [-3.05, -1.97, -1.48], [-0.48, 0.51, 1.42], [2.01, -2.88, 0.12], [2.42, -4.08, -2.33], [3.50, 4.58, 4.87], [-0.43, -4.44, 3.28], [-0.64, -1.78, -5.81], [3.73, -4.35, 3.87], [1.66, -3.19, 3.40], [2.36, -4.28, -0.18], [2.78, 0.22, -1.11], [-4.24, -1.79, 0.65], [-0.49, -1.21, -4.89], [1.69, -5.61, 3.76], [-0.96, -5.38, 3.39], [-0.44, -2.50, -1.04], [0.98, 3.80, -1.87], [-1.60, -0.18, -0.31], [-2.37, 8.22, -2.00], [-4.88, -1.02, 0.22], [2.11, 0.20, -4.09], [-2.15, 8.10, -2.98], [1.15, 0.99, -2.84], [-1.12, -3.31, 2.94], [1.46, -6.19, 0.08], [1.02, 2.99, 0.83], [0.00, 4.83, -0.85], [-0.78, -3.10, -0.19], [0.92, -1.99, 3.09], [1.11, 0.30, 2.95], [-1.72, -1.34, -4.02], [-0.21, 2.50, 3.20], [-0.84, 4.49, 3.20], [1.84, 1.42, 3.44], [3.78, 2.54, 4.28], [3.04, 3.69, 4.46], [-0.33, -3.16, -1.91], [0.98, -4.42, 3.48], [-0.41, 2.74, -0.64], [-2.54, 7.15, -1.21], [4.83, 2.52, 4.55], [4.02, -1.41, -3.37], [-2.62, 9.14, -1.69], [-2.23, 5.94, -1.62], [2.80, 1.56, -3.21], [-3.19, -1.23, -5.56], [-3.03, 7.31, 0.02], [-5.58, -2.75, -1.56], [3.06, -4.41, -1.51], [-1.82, 2.05, 1.14], [-0.50, 3.88, -3.61], [3.99, -3.85, -1.53], [3.06, -3.18, 3.60], [-1.43, -0.62, -2.76], [3.05, -5.58, 3.94], [-3.82, -0.87, -3.95], [-5.39, -4.10, -0.43], [-3.45, 8.17, 0.31], [-1.11, 3.52, 3.63], [-2.27, 4.03, 0.23], [1.77, -1.37, -1.96], [-0.99, 4.17, -2.68], [-1.15, -1.03, 2.42], [-4.87, -3.46, -1.14], [-0.64, 6.30, -2.95], [-2.09, 3.23, 3.25], [-2.97, -0.74, -4.62], [1.14, -6.54, 3.82], [1.15, -1.80, -0.58], [-2.19, -3.32, 2.80], [-1.87, 3.53, -2.58], [-1.47, 5.61, -2.82], [4.49, -1.44, -1.66], [1.46, 1.91, -0.31], [3.05, -4.51, 0.64], [0.67, 2.23, 0.24], [-3.15, 6.50, 0.61], [-2.33, 5.17, -0.93], [4.09, -0.82, -2.46], [-0.45, -2.07, 2.79], [-4.48, -4.09, -1.94], [2.73, -0.27, -2.09], [-4.83, -2.36, 1.37], [0.52, -5.13, -0.96], [-3.03, -3.44, -0.03], [4.78, 0.00, -2.62], [0.99, -0.64, 0.33], [2.16, 0.68, -3.12], [1.14, -5.16, -0.06], [3.18, 1.40, 3.78], [3.60, -2.25, 3.55], [3.29, -5.46, -1.67], [3.74, 0.48, 3.65], [-2.82, 0.32, -4.81], [-1.62, 2.98, 0.29], [1.59, -0.81, 3.32], [-0.69, 1.91, -1.29], [4.80, -4.33, 4.03], [1.69, 3.73, 4.12], [-0.32, -0.16, -5.15], [0.54, -4.88, 0.81], [1.11, 4.63, 4.28], [3.59, -6.49, 4.16], [-1.89, -2.39, -3.76], [-2.11, 5.68, -3.71], [-1.12, 3.58, 4.71], [-3.76, -2.73, -0.43], [0.39, -1.59, -4.38], [1.09, 2.59, 3.60], [-3.42, -1.31, 1.18], [-1.69, -1.23, -1.35]],
  "mulliken_charge": [-1.0515, -0.2222, 0.1836, -0.1462, 0.2028, 0.4339, -0.7436, 0.5336, -0.8045, 0.9181, 0.7230, -0.0960, -1.2229, -1.2036, -1.0836, 0.4153, 0.2231, 0.6012, 0.3917, -0.3702, 0.2904, 0.3706, 0.2084, 0.0918, -0.7375, 0.4786, 0.3142, 0.4334, 0.0237, -0.5731, 0.8643, 0.6577, 0.2657, 0.3756, 0.5541, -0.9122, -0.7685, 0.8294, 0.8714, 1.4104, 0.7867, 0.4350, 0.3296, 0.2101, 0.0140, 0.4478, 0.4650, -0.3484, 0.3680, -1.3217, -0.4599, 0.5766, 0.3229, -0.6079, -0.0535, -0.5942, 0.3055, 0.4243, 0.2038, -1.2908, -0.9956, 0.1268, -1.0425, -0.6248, -1.6384, 0.4889, 0.2353, -1.5199, 0.4488, -0.2785, 0.6610, 0.3794, -1.2109, 0.3230, 0.1070, 0.2095, 0.0977, 0.1837, 0.3947, -1.5760, 1.1044, 0.4249, 1.0562, 0.4850, 0.3166, -0.0455, 0.4400, -0.5567, -1.1437, -1.2777, -0.3040, 0.4317, 0.4990, 0.4486, 0.2890, 0.2805, -0.8140, -0.9564, 0.4243, -0.7516, 0.2613, 0.2058, 0.4655, 0.4365, 0.4140, 0.4590, 0.5029, 1.0223, 0.1129, 0.4066, 0.1461, -0.4961],
  "homo_lumo_gap_ev": 7.1,
  "relative_energy_ev": 0.1935,
  "total_energy_ha": -3930.417457,
  "charge": 2
}

---

No. 3
{
  "formula": "C9H36N19O12V",
  "method": "wB97M-V/def2-TZVPD",
  "species": ["N", "O", "H", "C", "H", "O", "N", "O", "H", "H", "H", "C", "N", "H", "H", "O", "H", "O", "N", "N", "H", "C", "H", "O", "N", "N", "N", "N", "O", "H", "H", "H", "H", "H", "O", "C", "N", "N", "C", "H", "H", "H", "H", "C", "N", "H", "N", "H", "H", "H", "H", "N", "V", "H", "H", "C", "O", "O", "N", "H", "C", "H", "H", "H", "O", "H", "H", "H", "H", "C", "O", "H", "H", "N", "N", "N", "N"],
  "coordinates": [[3.82, -2.67, 0.22], [-3.90, 0.11, 1.93], [-0.41, -3.48, -3.78], [2.78, -2.30, 0.92], [3.03, 3.33, 2.65], [1.00, 1.73, 0.92], [-0.15, -3.22, -2.83], [2.27, -1.19, 0.93], [-3.15, 3.45, -1.36], [-0.25, -2.81, 4.57], [-4.40, -1.35, 0.89], [-1.52, 2.30, -1.30], [4.50, -0.15, -4.85], [-3.94, -1.30, -1.17], [-5.55, -2.50, 1.44], [-0.15, -1.47, 1.83], [0.40, 3.98, 0.86], [-2.30, 3.05, 6.11], [-0.17, -2.77, 3.56], [-2.75, 0.35, 1.39], [1.80, 1.71, -3.46], [-0.16, -1.61, 2.98], [3.19, 2.57, -2.80], [1.48, 0.07, -1.74], [3.53, 0.91, -1.15], [2.41, -0.80, -4.75], [-2.78, 2.52, -1.41], [1.25, 3.92, 1.39], [3.91, -1.82, -6.15], [-0.40, -3.55, 2.96], [0.29, -3.86, -2.19], [3.95, -2.30, -0.72], [5.40, -0.03, -5.30], [-1.57, 4.25, -1.10], [-0.92, 1.31, -1.38], [-5.54, -2.33, -0.50], [-4.70, -1.92, -1.42], [-0.32, -0.60, 3.81], [1.53, 2.66, 1.56], [-0.77, -1.39, -4.16], [-0.09, -0.72, 4.79], [4.18, -3.57, 0.48], [4.30, 1.46, -1.50], [2.45, 0.85, -1.88], [-2.87, 1.36, 4.71], [-0.20, 0.28, 3.32], [-4.95, -2.18, 0.70], [3.81, 0.10, -0.63], [-3.42, 0.91, 5.43], [1.63, 4.74, 1.83], [-1.23, 3.75, 4.28], [2.59, 1.76, -2.83], [0.13, -0.12, -0.03], [4.22, 0.30, -3.99], [-1.87, -0.65, -2.97], [-2.17, 2.41, 5.15], [-6.38, -3.09, -0.85], [-0.57, -1.83, -1.21], [2.47, -3.18, 1.80], [-2.59, 0.91, 3.85], [-0.64, -2.11, -2.39], [3.11, -3.96, 1.81], [3.00, 1.62, 2.24], [-1.47, 2.22, 3.37], [-2.00, 1.20, 1.77], [-4.95, -2.05, -2.39], [-3.42, 1.77, -1.62], [0.05, 3.60, -1.52], [1.70, -3.06, 2.44], [3.61, -0.96, -5.30], [-2.35, -0.27, 0.42], [1.67, -1.49, -4.79], [2.42, -0.21, -3.93], [-0.93, 3.49, -1.27], [-1.19, -1.34, -3.25], [-1.33, 2.75, 4.21], [2.54, 2.51, 2.32]],
  "mulliken_charge": [-0.3911, -0.8522, 0.1942, 0.5863, 0.2062, -0.1585, -0.3631, -0.6627, 0.1271, 0.1288, 0.2263, 0.4170, -0.2926, 0.1804, 0.2272, -0.3826, 0.2292, -0.6286, -0.5344, 0.7751, 0.3160, 0.4468, 0.1968, -0.2626, -0.3765, -0.3166, -0.3926, -0.4191, -0.6758, 0.3051, 0.2342, 0.2022, 0.1965, 0.1157, -0.2490, 0.4485, -0.3256, -0.2980, 0.1822, 0.1530, 0.2373, 0.1520, 0.2121, 0.4796, -0.1878, -0.0348, -0.3300, 0.1563, 0.1740, 0.1986, 0.2410, -0.4180, 1.7098, 0.2318, 0.1661, 0.4526, -0.6619, -0.4390, -0.2716, 0.0267, 0.4385, 0.1379, 0.2287, 0.2782, -0.8343, 0.1779, 0.2228, 0.2259, 0.1410, 0.4929, -0.0842, 0.1261, 0.1277, -0.4279, -0.2888, -0.2320, -0.3381],
  "homo_lumo_gap_ev": [7.5, 7.9],
  "relative_energy_ev": 0.7738,
  "s2": 3.752,
  "total_energy_ha": -3251.744261,
  "charge": 1,
  "multiplicity": 4
}

---

No. 4
{
  "formula": "H4O2",
  "method": "wB97M-V/def2-TZVPD",
  "species": ["H", "O", "H", "H", "O", "H"],
  "coordinates": [[0.60, -0.45, -1.79], [0.37, 0.47, -1.58], [-0.36, -0.93, 2.15], [-0.65, 0.27, 1.22], [-1.10, -0.35, 1.81], [1.14, 0.98, -1.80]],
  "mulliken_charge": [0.3230, -0.6357, 0.3198, 0.3309, -0.6550, 0.3170],
  "homo_lumo_gap_ev": 12.0,
  "relative_energy_ev": 0.1854,
  "total_energy_ha": -152.868122,
  "charge": 0
}